[1]
13
Properties=species:S:1:pos:R:3 method="wB97M-V/def2-TZVPD" molar_mass_g_mol=85.1 homo_energy_ha=-0.316 e_lumo_ev=1.1611 orbital_gap_ha=0.35909 de_lowest_kcal_mol=85.0
O 0.482 2.930 -0.569
C 0.446 1.589 -0.701
N -0.509 0.973 -0.054
C -0.641 -0.452 -0.171
C -0.296 -1.302 1.015
C 0.602 -1.286 -0.189
H 1.258 2.687 -1.163
H -1.182 1.501 0.492
H -1.466 -0.768 -0.805
H 0.052 -0.780 1.902
H -0.906 -2.179 1.203
H 0.612 -2.154 -0.841
H 1.548 -0.759 -0.119

=====

[2]
13
Properties=species:S:1:pos:R:3 method="wB97M-V/def2-TZVPD" molar_mass_g_mol=85.1 smiles="C[C@@]1(C=O)CN1" homo_energy_ha=-0.364 e_lumo_ev=0.8510 orbital_gap_ha=0.39496 de_lowest_kcal_mol=42.7
C 1.403 -0.617 0.039
C 0.003 -0.063 -0.052
C -1.108 -0.964 0.389
O -2.273 -0.633 0.396
C -0.270 1.393 0.102
N -0.313 0.784 -1.212
H 1.487 -1.577 -0.483
H 2.111 0.078 -0.421
H 1.694 -0.767 1.085
H -0.808 -1.991 0.683
H -1.210 1.669 0.574
H 0.570 2.061 0.281
H -1.286 0.628 -1.473